Computed, not measured: a 15-piece molecular cluster, C18H66O24 overall in a non-equilibrium geometry, with the ωB97M-V functional and the def2-TZVPD basis.

XYZ file:
```
108
Properties=species:S:1:pos:R:3
O 3.016 -3.117 -0.121
H 2.313 -3.366 0.436
H 2.672 -3.297 -0.956
O -1.707 3.414 -2.461
H -0.844 2.961 -2.369
H -2.128 3.285 -1.564
O 3.166 1.702 2.303
H 4.069 1.730 2.015
H 2.642 2.274 1.724
O 4.437 -0.495 0.952
H 4.738 -0.599 1.835
H 3.693 0.083 1.105
O 0.544 1.822 -3.192
H 1.530 1.827 -3.036
H 0.368 1.072 -3.735
O 3.158 1.488 -2.242
H 2.929 0.751 -1.662
H 3.285 2.222 -1.599
C -3.017 0.617 -2.685
C -3.183 -0.822 -3.109
O -3.062 -1.772 -2.106
O -3.116 1.473 -3.765
H -2.127 0.735 -2.112
H -3.814 0.871 -2.067
H -2.355 -0.858 -3.818
H -4.044 -1.011 -3.717
H -3.212 -1.343 -1.289
H -2.651 2.251 -3.497
C -5.483 1.611 0.133
C -4.669 0.398 0.679
O -5.063 -0.792 0.076
O -5.147 2.886 0.740
H -6.556 1.407 0.094
H -5.244 1.727 -0.902
H -4.814 0.356 1.742
H -3.598 0.579 0.604
H -4.578 -1.557 0.540
H -5.799 3.404 0.392
C -2.630 -3.816 0.509
C -1.294 -2.983 0.587
O -0.048 -3.708 0.570
O -3.725 -2.934 0.674
H -2.765 -4.604 1.210
H -2.672 -4.299 -0.491
H -1.352 -2.375 1.419
H -1.364 -2.202 -0.216
H 0.109 -4.034 -0.324
H -4.048 -3.438 1.453
C 0.968 -0.218 0.394
C -0.174 0.495 -0.366
O -1.259 0.672 0.523
O 1.954 -0.389 -0.512
H 0.631 -1.171 0.722
H 1.370 0.193 1.300
H -0.459 -0.073 -1.205
H 0.092 1.557 -0.432
H -1.641 1.563 0.395
H 2.613 -1.113 -0.249
C 1.597 -1.822 -3.701
C 0.920 -2.814 -2.761
O 1.805 -3.736 -2.378
O 0.621 -0.884 -4.166
H 1.983 -2.340 -4.565
H 2.313 -1.288 -3.200
H 0.107 -3.232 -3.337
H 0.544 -2.245 -1.861
H 1.984 -4.373 -3.113
H -0.163 -1.339 -4.574
C 2.065 -1.691 3.442
C 0.906 -2.439 4.179
O 0.253 -1.446 4.911
O 2.911 -2.646 2.777
H 2.508 -0.975 4.141
H 1.573 -0.911 2.826
H 1.214 -3.258 4.741
H 0.148 -2.824 3.496
H 0.694 -1.524 5.807
H 3.439 -2.255 2.120
C 6.764 0.734 -1.312
C 6.463 -0.432 -2.185
O 5.344 -1.064 -1.638
O 7.575 1.566 -2.150
H 7.313 0.526 -0.342
H 5.780 1.109 -1.020
H 7.360 -1.067 -2.274
H 6.319 -0.120 -3.212
H 5.323 -0.840 -0.710
H 8.447 1.268 -2.352
C -2.041 4.376 0.669
C -0.517 4.075 0.732
O 0.212 5.304 0.822
O -2.655 3.123 0.156
H -2.339 5.266 0.052
H -2.303 4.535 1.733
H -0.222 3.634 -0.182
H -0.256 3.483 1.581
H -0.297 6.117 0.742
H -3.548 3.068 0.536
C -1.848 1.648 3.595
C -2.647 0.400 3.934
O -2.717 -0.611 2.945
O -0.452 1.444 3.576
H -2.151 2.399 4.350
H -2.272 2.009 2.654
H -3.679 0.638 4.149
H -2.236 -0.098 4.774
H -2.465 -0.282 2.122
H -0.315 0.798 4.184
```

Results
gap between HOMO and LUMO	9.47	eV
multiplicity	1
E_LUMO	0.14	eV
net charge	0